DFT (ωB97M-V/def2-TZVPD) results for a cluster of 12 separate species, C45H94N2O38 in total.

The energy is -4739.62721 Ha. The value obtained for the HOMO energy is -8.9679 eV. The calculation puts the HOMO-LUMO gap at 9.217 eV. Its largest force on an atom is 1.7 eV/A. As for the structure (SMILES): CO[C@H](COCC[C@@H](O)CN)OCCNC[C@H](C)O.COC(=O)OC.COC(=O)OC.COC(=O)OC.COC(=O)OC.COC(=O)OC.COC(=O)OC.COC(=O)OC.COC(=O)OC.COC(=O)OC.COC(=O)OC.COC(=O)OC.

XYZ file:
```
179
Properties=species:S:1:pos:R:3:forces:R:3:lowdin_charge:R:1
O -4.2930 7.6323 6.3995 0.045 -0.113 -0.243 0.1207
O 7.7342 4.5935 -3.5453 0.003 -0.071 0.037 0.0092
O -14.5940 -4.2969 -0.3951 -0.060 -0.006 0.042 0.0078
O 9.4095 -7.7500 -1.4341 -0.029 0.011 -0.007 0.0092
O -16.3898 -3.1822 -0.8336 -0.022 -0.022 0.042 0.0035
O 8.0159 2.8362 -4.9399 0.093 0.005 -0.170 0.1153
O -7.8375 -4.4329 0.7207 0.121 0.095 0.163 0.1296
O 1.9980 3.6873 -5.9186 -0.033 -0.027 0.056 -0.0026
O -4.0375 7.5890 8.6430 -0.011 0.016 0.025 0.0048
O 7.4520 -7.3358 -2.2400 0.039 0.012 0.029 0.0098
O 0.5267 -1.8889 -3.4525 -0.831 0.895 -0.381 -0.1323
O 2.7257 -3.9495 -7.9421 0.016 0.032 -0.036 0.0021
O -8.6373 14.9055 9.2266 -0.028 0.027 -0.018 0.0062
O 2.3915 -0.6487 -1.6240 -0.300 1.309 -0.458 -0.0563
O -9.8688 -4.0874 -0.2066 -0.110 0.038 0.004 -0.0078
O -5.3377 9.0811 7.7823 0.037 -0.038 0.033 0.0068
O 3.7955 3.9068 -7.2703 0.089 0.125 -0.161 0.1323
O 10.9295 -0.1687 -0.5441 0.180 -0.030 -0.092 0.1326
O 4.6062 -5.2784 5.6756 -0.095 0.212 -0.113 0.1215
O 3.0792 -3.1731 -5.9594 0.059 0.003 -0.099 0.0092
O 8.8573 -1.0010 -0.1941 -0.069 0.074 0.013 -0.0180
O -9.8256 14.9703 7.4265 0.001 0.022 0.025 0.0062
O -2.5836 2.3513 1.4812 -0.033 0.006 -0.048 0.0061
O 8.5138 -5.7050 -1.0928 0.014 0.299 0.104 0.1150
O 9.2905 1.0057 0.4739 -0.078 -0.049 0.000 -0.0061
O -8.5771 -5.5813 -1.0776 -0.116 0.020 0.005 0.0040
O 0.4325 0.4968 -1.4284 0.063 0.585 -0.534 -0.1307
O -8.4490 13.2087 7.7485 0.107 -0.231 -0.094 0.1206
O 5.1760 -7.4632 5.6856 0.031 -0.022 0.028 0.0060
O 5.8215 -6.2218 7.3292 0.015 -0.047 -0.001 0.0060
O 7.8640 2.6073 -2.7005 -0.003 0.029 0.000 0.0135
O -1.7850 3.4847 3.2648 0.169 0.034 0.143 0.1278
O -3.8212 3.8803 2.3704 -0.009 -0.033 -0.052 0.0029
O 2.1008 -3.3717 1.1265 -0.472 0.126 0.369 -0.0450
O 2.2079 -5.2463 -6.1656 -0.061 -0.220 0.051 0.1268
O -14.5846 -2.8861 -2.1589 0.089 0.114 -0.169 0.1293
O -3.8608 -3.2971 -4.3220 0.280 -0.193 0.518 -0.0428
O 3.7597 2.5151 -5.4924 -0.164 -0.049 0.086 0.0017
N -3.8370 -4.7335 -1.2573 -0.059 -0.722 -0.558 -0.0109
N 4.2112 -1.7603 0.2284 1.046 0.094 1.046 -0.0606
C -1.4584 -3.3103 -3.8460 -0.683 0.463 -0.295 -0.0967
C 5.8699 -4.9487 7.9711 0.077 0.276 0.260 -0.0435
C -15.1329 -3.4026 -1.2249 -0.112 -0.178 0.266 -0.6244
C -10.1087 -3.0867 0.7826 -0.117 0.242 0.194 -0.0421
C -10.2254 14.3864 6.1879 -0.180 -0.051 -0.334 -0.0436
C -8.9223 14.2548 8.0982 -0.139 0.326 0.126 -0.6254
C 2.6281 -4.2264 -6.6391 0.103 0.361 -0.026 -0.6233
C 2.2731 -4.9998 -8.7938 -0.089 -0.182 -0.304 -0.0467
C 1.4740 0.1502 -2.3424 -0.381 -0.337 -0.234 -0.3736
C -7.3388 -6.2962 -1.0894 0.360 -0.219 -0.123 -0.0361
C 10.2012 2.0965 0.6085 0.159 0.377 0.086 -0.0365
C 4.2134 -0.2892 0.0816 0.085 -0.122 -0.522 -0.1724
C -2.6425 3.2619 2.4554 -0.268 -0.043 -0.215 -0.6245
C -0.8544 -2.0363 -3.1644 -0.809 -1.337 0.677 -0.2040
C 3.0312 -3.3320 -4.5390 0.059 -0.048 0.440 -0.0320
C 8.4634 -6.8175 -1.5434 -0.041 -0.414 -0.185 -0.6218
C 1.3189 4.6482 -6.7257 -0.270 0.228 -0.135 -0.0443
C -3.1513 6.4821 8.4838 0.242 -0.279 0.082 -0.0425
C -4.5322 8.0579 7.4962 -0.098 0.163 0.336 -0.6260
C -7.6757 14.2472 10.0501 0.240 -0.079 0.301 -0.0422
C 7.7362 5.4552 -4.6841 -0.007 0.322 -0.230 -0.0339
C 3.3816 0.2570 -1.1286 1.278 -0.237 0.315 -0.1762
C 5.1462 -6.2243 6.1788 0.150 -0.281 0.148 -0.6241
C -13.2389 -4.6300 -0.6985 0.334 -0.189 0.002 -0.0350
C 6.3585 -6.4394 -2.4361 -0.353 0.130 -0.124 -0.0407
C 2.4795 -2.8700 3.5081 0.375 0.405 -0.419 -0.0408
C 0.9063 -0.5419 -3.6233 1.146 0.649 0.195 -0.1241
C 9.2671 -2.2170 -0.8246 -0.036 -0.405 -0.160 -0.0345
C -5.9416 9.6847 6.6383 -0.257 0.295 -0.202 -0.0376
C -0.0948 1.7900 -1.7227 -0.793 0.132 0.503 -0.0990
C -8.6740 -4.6769 -0.1039 -0.123 -0.180 -0.294 -0.6245
C 10.5614 -7.3281 -0.7053 0.354 -0.006 0.173 -0.0410
C 4.1529 -2.1468 1.6702 -0.894 -0.076 -0.318 -0.1903
C -2.9110 -3.5258 -3.2686 1.156 0.101 0.242 -0.3651
C -1.3654 1.6072 1.4523 0.255 -0.306 -0.027 -0.0451
C 3.2423 3.4190 -6.3242 -0.091 -0.190 0.267 -0.6243
C 5.0985 2.1272 -5.8057 0.294 -0.129 -0.055 -0.0253
C -4.0222 4.8896 3.3607 -0.159 0.299 0.232 -0.0407
C 2.6481 -2.4137 2.0142 1.085 -0.041 0.834 -0.4137
C -17.0913 -2.2375 -1.6397 -0.275 0.218 -0.129 -0.0454
C 8.0055 1.1993 -2.8920 0.068 -0.434 0.112 -0.0238
C -3.0996 -4.8994 -2.5255 0.236 1.123 0.013 -0.2021
C 7.8865 3.3020 -3.8403 -0.006 0.111 0.358 -0.6234
C 4.4851 -7.6107 4.4459 -0.157 -0.164 -0.313 -0.0417
C 9.8091 -0.0660 -0.1288 -0.253 0.009 0.154 -0.6468
H -1.1160 1.8216 -1.2947 0.498 -0.005 -0.347 0.0799
H 11.2560 -8.1648 -0.6832 -0.186 -0.082 -0.124 0.0941
H -5.0073 5.3196 3.1942 0.019 -0.167 -0.173 0.0938
H -9.3812 -2.2797 0.6984 0.057 -0.112 0.091 0.1002
H 4.0984 0.4345 -1.9710 -0.510 0.134 0.512 0.1220
H -3.6241 -5.5783 -3.2278 0.389 0.164 0.437 0.1145
H 9.5593 -2.0356 -1.8593 0.133 0.044 0.095 0.0998
H 1.7084 -0.4859 -4.3970 -0.418 -0.258 0.497 0.1366
H -16.6037 -1.2633 -1.6041 0.068 -0.086 -0.115 0.0976
H -4.6009 -2.8718 -3.8867 -0.365 0.014 -0.260 0.0820
H 2.8008 -3.8333 0.6650 0.231 0.161 -0.203 0.0749
H 1.2168 4.2882 -7.7493 0.140 0.071 0.016 0.0988
H -3.6674 5.6379 8.0267 0.056 0.093 -0.111 0.0967
H 0.3257 4.7839 -6.3028 0.100 -0.159 0.142 0.0922
H 2.3997 -4.6628 -9.8205 0.078 0.182 0.127 0.0921
H 1.9528 1.1041 -2.6833 -0.173 -0.632 0.058 0.1484
H -10.9565 15.0530 5.7358 0.057 0.109 0.203 0.0933
H -1.4288 0.9023 0.6275 -0.191 0.068 0.027 0.0801
H -12.6018 -3.7507 -0.6271 -0.064 -0.017 -0.193 0.0738
H -7.2095 -6.8575 -0.1641 0.046 0.163 0.029 0.0994
H 2.0424 -2.0260 4.0764 0.089 -0.656 -0.059 0.0722
H 4.5623 -1.3577 2.3401 -0.227 -0.377 -0.272 0.1184
H 3.4604 -3.1176 3.9688 -0.556 0.065 -0.252 0.0643
H -6.5672 8.9659 6.1091 0.153 -0.019 -0.047 0.0978
H 1.2170 -5.2073 -8.6217 0.086 -0.087 0.101 0.0980
H -1.5939 -3.1357 -4.9374 0.290 -0.081 0.657 0.1216
H 6.3746 -4.2177 7.3394 -0.152 -0.005 -0.040 0.0977
H 2.1221 -1.4409 1.8810 0.094 -0.679 -0.186 0.1347
H 5.7693 2.9806 -5.7495 -0.057 -0.037 -0.171 0.0747
H -9.3741 14.2925 5.5138 -0.006 -0.123 0.093 0.0976
H -2.0882 -5.2694 -2.2533 -0.707 -0.100 -0.431 0.1132
H 6.6756 -5.5625 -3.0008 0.031 0.020 0.142 0.0966
H 8.4156 -2.8938 -0.8180 -0.047 0.156 0.119 0.0822
H -3.0624 -2.7238 -2.5047 0.073 -0.516 -0.336 0.1283
H 5.1244 -2.1050 -0.0597 -0.277 0.207 -0.378 0.0943
H 0.4745 2.6006 -1.2074 -0.068 -0.507 -0.574 0.1006
H 8.9641 0.9693 -3.3583 -0.113 0.034 -0.128 0.1084
H -7.3739 -6.9997 -1.9186 -0.245 0.121 -0.018 0.0936
H 10.2952 -7.0678 0.3191 -0.024 0.120 -0.092 0.0980
H -8.0428 13.2709 10.3662 0.069 -0.013 -0.141 0.0984
H 6.9091 5.2146 -5.3523 0.119 -0.078 -0.037 0.0918
H -6.5005 -5.6175 -1.2453 0.001 -0.047 0.186 0.0737
H -12.9068 -5.3599 0.0367 -0.228 0.052 0.072 0.0987
H 5.4093 1.3934 -5.0650 -0.229 0.060 0.070 0.0835
H 4.8666 -4.6071 8.2254 0.033 0.042 -0.149 0.0983
H -2.8155 6.1896 9.4763 -0.146 0.181 0.042 0.0928
H 7.9732 0.7222 -1.9150 -0.085 0.295 0.079 0.0782
H 11.0443 -6.4862 -1.2015 -0.112 0.049 0.088 0.0976
H -10.0863 -3.5202 1.7825 0.147 0.040 -0.042 0.1018
H -10.6925 13.4155 6.3526 0.154 -0.018 -0.008 0.0979
H 3.4192 -2.4187 -4.0922 -0.025 0.049 -0.209 0.0904
H -17.1676 -2.5901 -2.6682 0.137 0.078 0.017 0.0979
H -7.5260 14.8659 10.9323 -0.162 0.121 -0.128 0.0933
H 1.8405 5.6050 -6.7065 0.063 -0.090 -0.112 0.0979
H 2.8693 -5.9002 -8.6454 -0.119 -0.002 0.104 0.0971
H -5.1815 10.0947 5.9732 -0.017 -0.159 -0.031 0.0981
H -6.5700 10.4990 6.9938 0.090 -0.087 0.196 0.0907
H 10.5282 2.4480 -0.3700 0.076 -0.116 0.041 0.0985
H 2.0076 -3.4721 -4.2025 0.087 -0.074 -0.025 0.0824
H 3.8546 0.1688 1.0239 0.114 -0.227 -0.521 0.1121
H 4.9358 -6.9834 3.6767 -0.104 0.088 0.080 0.0962
H 0.0858 0.1128 -4.0015 0.302 -0.576 0.244 0.1270
H -0.5158 2.2679 1.2803 -0.018 -0.015 0.159 0.0975
H -0.8214 -4.2069 -3.7290 -0.212 0.549 0.139 0.1127
H 4.5769 -8.6520 4.1449 0.119 0.009 0.206 0.0931
H 10.0831 -2.6816 -0.2722 0.047 0.100 -0.096 0.1015
H -0.1900 1.9814 -2.8118 0.224 -0.022 0.564 0.0922
H 2.9524 1.2343 -0.8042 0.096 -0.661 -0.340 0.1263
H -1.2345 1.0452 2.3770 0.057 0.162 0.031 0.1027
H -3.2775 5.6792 3.2648 0.057 -0.118 0.102 0.0993
H -13.1647 -5.0771 -1.6894 0.022 0.168 -0.015 0.1041
H 3.4280 -7.3725 4.5631 0.081 0.136 -0.031 0.0987
H -3.9958 4.4582 4.3609 0.151 0.047 -0.043 0.0971
H -18.0939 -2.1410 -1.2286 0.103 -0.159 0.143 0.0925
H 5.2693 0.0323 -0.0923 -0.740 0.171 0.315 0.1177
H -11.1012 -2.6802 0.6017 0.034 -0.132 -0.155 0.0799
H 11.0575 1.8100 1.2189 0.021 -0.054 -0.150 0.0988
H 4.7899 -3.0507 1.8240 -0.668 0.384 -0.048 0.1270
H 7.6063 6.4725 -4.3214 -0.009 -0.134 0.199 0.0951
H -0.9935 -2.1554 -2.0607 0.219 0.156 -0.618 0.1351
H 8.6868 5.3916 -5.2134 -0.097 -0.119 -0.048 0.1006
H 7.1831 0.8098 -3.4927 0.129 0.042 -0.103 0.0884
H 9.6699 2.9031 1.1089 -0.168 -0.173 -0.027 0.0953
H 6.4407 -5.0695 8.8893 0.000 -0.219 -0.096 0.0930
H -3.2087 -4.7980 -0.4705 -0.201 0.304 0.056 0.0631
H 3.6590 -4.1667 -4.2233 -0.088 -0.047 -0.089 0.0935
H 1.8456 -3.7741 3.5525 0.175 0.617 0.032 0.0781
H 5.6029 -6.9697 -3.0113 0.170 -0.153 0.023 0.0958
H -2.2823 6.7663 7.8904 -0.117 -0.047 -0.098 0.0984
H -4.3842 -3.8839 -1.2342 0.144 -0.030 0.207 0.0584
H -6.7244 14.1478 9.5274 -0.093 -0.120 -0.037 0.0979
H 5.9262 -6.1439 -1.4800 0.117 0.087 -0.030 0.0965
H -1.4831 -1.1676 -3.4574 0.590 -0.267 -0.045 0.1320
H 5.1449 1.6661 -6.7922 0.015 0.147 -0.009 0.1082
```
Forces are in eV/Å.